(1)
ORCA calculation (the ωB97M-V functional and the def2-TZVPD basis) on a 5-piece molecular cluster, C39H69F2N4O6S overall at a distorted geometry.

Geometry as XYZ:
```
121
Properties=species:S:1:pos:R:3
C -5.62 -2.48 -1.43
C -5.45 -3.32 -2.74
C -4.44 -4.51 -2.59
C -2.96 -4.02 -2.78
C -2.03 -5.20 -3.18
N -2.53 -3.39 -1.48
C -2.32 -4.25 -0.44
C -1.88 -3.86 0.81
C -1.68 -5.01 1.78
C -0.17 -5.52 1.88
C 0.83 -4.76 1.00
F 1.18 -3.54 1.58
C -1.67 -2.44 1.01
C -1.24 -1.90 2.27
C -1.00 -2.61 3.60
C -2.22 -2.37 4.55
C -3.34 -3.41 4.45
F -2.95 -4.57 5.15
C -1.04 -0.52 2.31
C -1.25 0.36 1.21
C -1.00 1.85 1.42
C 0.51 2.18 1.11
N 0.70 2.17 -0.36
N 0.91 3.49 1.59
N 1.38 1.18 1.71
C -1.66 -0.15 0.00
C -1.89 -1.55 -0.10
C -2.35 -2.08 -1.34
C -2.62 -1.11 -2.50
S -1.21 -1.06 -3.63
O -1.77 -1.00 -4.96
O -0.31 0.04 -3.40
H -6.67 -2.33 -1.17
H -5.17 -1.47 -1.52
H -5.09 -3.00 -0.62
H -6.45 -3.70 -3.01
H -5.14 -2.67 -3.58
H -4.58 -5.03 -1.63
H -4.63 -5.16 -3.46
H -2.93 -3.31 -3.62
H -0.97 -4.94 -3.06
H -2.29 -5.43 -4.23
H -2.32 -6.10 -2.60
H -2.52 -5.30 -0.62
H -2.01 -4.84 2.80
H -2.25 -5.88 1.41
H -0.14 -6.58 1.55
H 0.17 -5.54 2.93
H 0.52 -4.66 -0.06
H 1.76 -5.36 0.97
H -0.17 -2.05 4.08
H -0.65 -3.64 3.55
H -1.85 -2.38 5.59
H -2.65 -1.38 4.33
H -3.60 -3.72 3.43
H -4.24 -3.03 4.97
H -0.74 -0.05 3.25
H -1.28 2.14 2.45
H -1.71 2.40 0.77
H 0.50 1.26 -0.77
H 0.07 2.83 -0.81
H 0.69 3.59 2.58
H 0.46 4.19 1.02
H 1.49 0.38 1.10
H 2.27 1.57 1.98
H -1.77 0.57 -0.82
H -3.45 -1.56 -3.07
H -2.98 -0.13 -2.18
H -0.58 -2.29 -3.57
C 0.91 7.87 4.36
C -0.18 7.59 5.39
C -0.63 6.20 5.00
O 0.51 5.54 4.43
C 1.55 6.50 4.20
H 1.62 8.64 4.66
H 0.46 8.18 3.42
H 0.26 7.58 6.39
H -0.99 8.32 5.38
H -1.41 6.23 4.23
H -1.00 5.62 5.84
H 2.33 6.34 4.94
H 1.97 6.35 3.21
C 5.22 -0.91 -0.91
C 4.31 -0.04 -1.76
C 3.32 0.48 -0.73
O 4.03 0.56 0.52
C 5.28 -0.12 0.39
H 6.20 -1.08 -1.34
H 4.75 -1.88 -0.73
H 4.88 0.79 -2.18
H 3.83 -0.58 -2.58
H 2.48 -0.22 -0.60
H 2.92 1.46 -0.99
H 6.07 0.63 0.36
H 5.44 -0.76 1.26
C 3.47 8.17 -0.16
C 2.30 9.00 -0.67
C 1.20 8.63 0.31
O 1.84 8.33 1.56
C 3.25 8.22 1.35
H 4.44 8.55 -0.46
H 3.38 7.14 -0.52
H 2.54 10.07 -0.58
H 2.04 8.80 -1.70
H 0.66 7.73 -0.02
H 0.48 9.43 0.46
H 3.73 9.10 1.79
H 3.63 7.33 1.85
C 2.16 -3.12 -5.61
C 1.25 -4.16 -6.25
C 1.81 -5.45 -5.66
O 2.33 -5.13 -4.36
C 2.38 -3.71 -4.22
H 1.72 -2.12 -5.58
H 3.10 -3.06 -6.15
H 0.22 -4.02 -5.91
H 1.27 -4.15 -7.33
H 2.64 -5.84 -6.27
H 1.05 -6.23 -5.57
H 1.58 -3.40 -3.53
H 3.34 -3.42 -3.79
```

The calculation puts the frontier orbital gap at 6.8 eV. The calculation puts the HOMO energy at -10.7 eV. For the LUMO energy, the calculation gives -3.936 eV. The value obtained for the total energy is -76069.328 eV. As for the net charge: +1.

***

(2)
ORCA calculation (the ωB97M-V functional and the def2-TZVPD basis) on C39H71N4RhSSi4Te as an isolated structure at a distorted geometry.

Geometry as XYZ:
```
121
Properties=species:S:1:pos:R:3
Rh -0.49 0.16 1.29
C -4.52 -2.24 -2.63
C -4.23 -2.29 -1.13
C -5.47 -2.78 -0.37
C -3.03 -3.17 -0.80
C -3.15 -4.53 -1.04
C -2.20 -5.43 -0.61
C -1.15 -4.97 0.17
C -0.98 -3.62 0.44
C 0.18 -3.24 1.34
C 1.53 -3.49 0.67
C 0.11 -3.99 2.68
C -1.87 -2.67 -0.13
N -1.66 -1.30 -0.03
C -1.90 -0.54 -1.11
C -1.99 0.84 -1.07
N -1.80 1.55 0.04
C -2.26 2.87 0.08
C -3.55 3.19 -0.43
C -3.94 4.52 -0.51
C -3.13 5.54 -0.02
C -1.93 5.21 0.58
C -1.48 3.90 0.65
C -0.11 3.65 1.26
C 0.06 4.31 2.63
C 0.98 4.12 0.29
C -4.58 2.13 -0.78
C -4.98 2.16 -2.26
C -5.83 2.29 0.09
H -5.36 -1.57 -2.84
H -4.79 -3.24 -3.00
H -3.65 -1.90 -3.20
H -4.03 -1.27 -0.79
H -5.77 -3.77 -0.70
H -6.31 -2.10 -0.54
H -5.28 -2.82 0.70
H -4.01 -4.90 -1.57
H -2.29 -6.48 -0.84
H -0.44 -5.68 0.57
H 0.13 -2.18 1.55
H 1.62 -4.54 0.36
H 2.34 -3.26 1.35
H 1.63 -2.86 -0.22
H 0.49 -5.01 2.58
H -0.92 -4.07 3.05
H 0.72 -3.48 3.43
H -2.02 -1.03 -2.07
H -2.22 1.37 -2.00
H -4.90 4.77 -0.94
H -3.45 6.57 -0.10
H -1.32 6.01 0.99
H 0.01 2.58 1.39
H 0.00 5.39 2.56
H 1.04 4.06 3.04
H -0.70 3.97 3.33
H 0.97 5.21 0.19
H 0.83 3.69 -0.69
H 1.97 3.82 0.66
H -4.17 1.15 -0.57
H -5.38 3.14 -2.54
H -5.76 1.41 -2.45
H -4.14 1.94 -2.91
H -6.41 3.17 -0.20
H -5.56 2.40 1.14
H -6.48 1.42 0.00
S 0.10 0.26 3.59
C -1.58 0.12 3.16
N -2.34 1.25 3.06
C -3.77 1.14 3.18
C -4.22 -0.02 2.29
C -3.56 -1.31 2.77
N -2.28 -1.02 3.44
H -1.87 2.13 3.17
H -4.22 2.08 2.86
H -4.06 0.94 4.22
H -3.90 0.20 1.27
H -5.31 -0.11 2.31
H -3.40 -1.97 1.92
H -4.20 -1.83 3.49
H -1.70 -1.83 3.58
C 5.82 -2.08 -2.86
Si 4.22 -2.15 -1.84
C 4.40 -3.66 -0.71
C 2.75 -2.45 -3.00
Si 3.94 -0.05 -0.77
Te 1.47 0.40 -0.43
Si 5.10 0.16 1.27
C 6.95 -0.01 0.93
C 4.54 -1.16 2.51
C 4.77 1.86 2.03
Si 4.50 1.66 -2.32
C 6.31 1.53 -2.88
C 3.40 1.53 -3.85
C 4.29 3.40 -1.61
H 6.15 -3.08 -3.13
H 6.63 -1.60 -2.30
H 5.68 -1.51 -3.78
H 4.79 -4.50 -1.29
H 3.45 -3.96 -0.28
H 5.09 -3.47 0.11
H 2.86 -3.39 -3.55
H 2.66 -1.64 -3.73
H 1.82 -2.50 -2.44
H 7.18 -0.95 0.41
H 7.53 0.00 1.86
H 7.31 0.81 0.31
H 4.63 -2.17 2.08
H 3.50 -1.01 2.78
H 5.14 -1.13 3.42
H 5.16 2.66 1.40
H 5.23 1.96 3.02
H 3.69 2.02 2.15
H 6.48 0.63 -3.46
H 6.99 1.51 -2.02
H 6.58 2.39 -3.49
H 3.58 0.61 -4.41
H 3.56 2.37 -4.53
H 2.34 1.54 -3.56
H 4.88 3.54 -0.70
H 3.25 3.61 -1.36
H 4.63 4.15 -2.33
```

Its expectation value of S² is 6.039. The calculation puts the frontier orbital gap (alpha / beta) at 6.7 / 5.7 eV. The calculation puts the HOMO energy (alpha / beta) at -6.2 / -7.4 eV. The relative energy (zero: lowest compared OMol25 entry of this formula, charge and spin) is 56.1 kJ/mol. For the LUMO energy (alpha / beta), the calculation gives 0.521 / -1.737 eV. The value obtained for the total energy is -100205.716 eV. As for the net charge: 0. Its multiplicity is 5.

***

(3)
ORCA calculation (the ωB97M-V functional and the def2-TZVPD basis) on a 6-piece molecular cluster, C39H72NO20P overall at a distorted geometry.

Geometry as XYZ:
```
133
Properties=species:S:1:pos:R:3
C 3.13 -2.38 2.50
O 1.73 -2.33 2.86
C 0.91 -2.09 1.67
C 0.91 -3.39 0.68
C -0.59 -3.81 0.24
C -0.91 -3.44 -1.30
C -2.19 -2.46 -1.47
C -1.59 -1.03 -1.93
C -2.73 0.10 -2.12
C -2.30 1.39 -1.26
C -3.52 2.21 -0.64
C -4.49 1.67 0.25
P -4.43 -0.14 0.80
O -4.75 -0.29 2.31
C -5.61 2.69 0.79
O -6.82 2.40 0.86
C -5.03 4.15 1.16
C -5.50 4.92 2.48
N -6.50 4.13 3.27
C -4.05 4.69 0.28
C -3.31 6.09 0.50
C -1.72 5.90 0.38
C -0.95 6.04 1.81
C 0.42 6.82 1.52
C 1.37 6.10 0.45
C 2.66 5.37 1.14
C 3.37 4.45 0.02
O 4.22 5.32 -0.80
C 5.24 4.47 -1.37
C -3.66 3.78 -0.99
O -3.53 4.24 -2.14
H 3.72 -1.52 2.99
H 3.64 -3.34 2.88
H 3.32 -2.28 1.37
H -0.14 -1.84 2.03
H 1.41 -1.22 1.11
H 1.37 -4.24 1.30
H 1.60 -3.21 -0.20
H -1.39 -3.45 0.97
H -0.60 -4.96 0.29
H 0.01 -2.90 -1.71
H -1.12 -4.36 -1.95
H -2.94 -2.87 -2.21
H -2.72 -2.33 -0.46
H -1.06 -1.20 -2.93
H -0.79 -0.73 -1.16
H -2.69 0.42 -3.22
H -3.79 -0.26 -1.92
H -1.52 1.16 -0.45
H -1.77 2.11 -1.98
H -5.27 -0.99 0.00
H -3.04 -0.54 0.66
H -6.01 5.90 2.20
H -4.59 5.14 3.16
H -6.03 3.39 3.80
H -7.00 4.74 3.92
H -3.59 6.54 1.52
H -3.65 6.82 -0.31
H -1.32 6.71 -0.33
H -1.39 4.91 -0.06
H -1.60 6.52 2.60
H -0.67 4.98 2.14
H 1.00 6.92 2.50
H 0.12 7.85 1.11
H 1.81 6.86 -0.29
H 0.87 5.30 -0.18
H 2.34 4.68 1.99
H 3.36 6.17 1.53
H 2.62 3.97 -0.70
H 3.97 3.62 0.54
H 5.44 4.76 -2.47
H 6.21 4.60 -0.78
H 4.91 3.36 -1.41
C 0.52 -10.32 0.72
O 0.19 -8.98 1.11
C -0.25 -8.87 2.37
O -0.39 -9.78 3.16
O -0.53 -7.58 2.60
C -1.01 -7.31 3.91
H 0.87 -10.29 -0.31
H 1.33 -10.71 1.34
H -0.36 -10.96 0.77
H -0.27 -7.58 4.67
H -1.95 -7.84 4.09
H -1.20 -6.24 3.99
C -4.68 -3.03 3.93
O -3.71 -3.40 4.92
C -4.22 -4.01 5.99
O -5.39 -4.26 6.18
O -3.21 -4.30 6.83
C -3.61 -4.96 8.03
H -4.15 -2.55 3.11
H -5.19 -3.92 3.54
H -5.40 -2.33 4.35
H -4.07 -5.92 7.80
H -4.29 -4.33 8.61
H -2.71 -5.14 8.63
C 3.92 -2.66 -5.72
O 3.46 -1.46 -6.33
C 2.50 -0.82 -5.62
O 2.04 -1.18 -4.57
O 2.16 0.28 -6.30
C 1.15 1.06 -5.67
H 4.68 -3.09 -6.37
H 4.38 -2.45 -4.75
H 3.11 -3.38 -5.62
H 1.49 1.42 -4.69
H 0.22 0.49 -5.56
H 0.94 1.93 -6.30
C 0.26 3.23 -10.54
O -0.08 4.55 -10.14
C -0.51 4.65 -8.87
O -0.63 3.74 -8.09
O -0.80 5.94 -8.63
C -1.28 6.20 -7.31
H 0.60 3.27 -11.57
H 1.08 2.84 -9.92
H -0.61 2.57 -10.48
H -0.52 5.93 -6.57
H -2.21 5.66 -7.13
H -1.47 7.27 -7.23
C 6.57 -3.67 5.29
O 7.92 -3.55 4.83
C 8.08 -2.68 3.82
O 7.21 -2.03 3.30
O 9.38 -2.67 3.49
C 9.71 -1.78 2.42
H 6.56 -4.40 6.10
H 6.21 -2.71 5.67
H 5.92 -4.04 4.49
H 9.47 -0.75 2.69
H 9.18 -2.07 1.50
H 10.78 -1.86 2.24
```

The calculation puts the frontier orbital gap at 8.1 eV. The calculation puts the HOMO energy at -9.1 eV. For the LUMO energy, the calculation gives -1.013 eV. As for the SMILES: COCCCCCCCCC1=C([PH2]=O)C(=O)C(CN)=C(CCCCCCCOC)C1=O.COC(=O)OC.COC(=O)OC.COC(=O)OC.COC(=O)OC.COC(=O)OC. The value obtained for the total energy is -93331.585 eV. As for the net charge: 0.